[1]
The following is a quantum chemistry calculation of a cluster of 2 separate species, C3H10NOS in total, from OMol25.

Geometry as ORCA input:
```
! RIJCOSX wB97M-V def2-TZVPD def2/J DEFGRID3
* xyz -1 1
C 0.560 2.043 0.108
C 0.714 0.913 -0.905
C -0.521 -0.061 -0.876
S -0.736 -0.857 0.804
N 1.984 0.228 -0.569
H -0.299 2.641 -0.223
H 0.223 1.596 1.062
H 1.496 2.524 0.395
H 0.851 1.181 -1.959
H -0.362 -0.792 -1.666
H -1.441 0.524 -1.052
H 2.080 -0.698 -0.983
H 1.928 -0.055 0.411
H -2.333 -2.938 2.541
H -1.802 -2.806 1.193
O -2.342 -3.442 1.718
*
```

Results
Max |F| in eV/A: 1.72
HOMO in eV: -2.92
E in eV: -17647.138
Kohn-Sham gap in hartree: 0.2531
LUMO energy in Ha: 0.1458
Energy above the lowest of the compared OMol25 structures with the same formula, charge and spin in kJ/mol: 29.4

Mulliken population analysis, charges in e, atoms 1 to 5: -1.30, 0.22, -0.82, -0.68, -0.79

=====

[2]
The following is a quantum chemistry calculation of a cluster of 2 separate species, C3H10NOS in total, from OMol25.

Geometry as ORCA input:
```
! RIJCOSX wB97M-V def2-TZVPD def2/J DEFGRID3
* xyz -2 2
C -1.341 -0.241 -1.471
N -0.849 0.108 -0.078
C 0.214 -0.790 0.269
C 1.488 -0.113 -0.272
S 2.823 -1.254 0.062
H -2.190 0.513 -1.690
H -1.725 -1.209 -1.564
H -0.521 -0.033 -2.211
H -0.653 1.145 -0.112
H 0.396 -0.787 1.424
H -0.069 -1.817 -0.048
H 1.728 0.846 0.224
H 1.332 -0.135 -1.375
H 0.442 1.016 1.988
H -0.955 1.393 2.198
O -0.120 1.358 2.657
*
```

Results
Max |F| in eV/A: 4.49
HOMO (spin up / spin down) in eV: 3.95 / 0.34
E in eV: -17641.590
Expectation value of S²: 0.751
Kohn-Sham gap (spin up / spin down) in hartree: 0.0812 / 0.2076
LUMO energy (spin up / spin down) in Ha: 0.2261 / 0.2202
Energy above the lowest of the compared OMol25 structures with the same formula, charge and spin in kJ/mol: 167.8

Mulliken population analysis, charges in e, atoms 1 to 5: -3.83, 0.39, -0.76, -0.03, -0.91

=====

[3]
The following is a quantum chemistry calculation of a cluster of 2 separate species, C3H10NOS in total, from OMol25.

Geometry as ORCA input:
```
! RIJCOSX wB97M-V def2-TZVPD def2/J DEFGRID3
* xyz 1 1
C 1.313 0.971 0.251
C -3.083 0.432 -0.354
C -0.579 -0.533 0.294
N -0.084 0.649 0.100
O 3.045 -1.707 -0.113
S -2.170 -1.056 0.145
H 1.623 1.631 -0.556
H 1.479 1.483 1.200
H 1.912 0.062 0.221
H -2.724 0.795 -1.312
H -3.020 1.192 0.419
H -4.119 0.120 -0.459
H 0.114 -1.321 0.572
H -0.693 1.421 -0.155
H 3.114 -2.520 -0.624
H 3.873 -1.619 0.369
*
```

Results
Max |F| in eV/A: 1.05
HOMO in eV: -14.39
E in eV: -17639.458
Kohn-Sham gap in hartree: 0.3774
LUMO energy in Ha: -0.1513
Energy above the lowest of the compared OMol25 structures with the same formula, charge and spin in kJ/mol: 0.0

Mulliken population analysis, charges in e, atoms 1 to 5: -0.49, -0.93, 0.18, -0.11, -0.64

=====

[4]
The following is a quantum chemistry calculation of the ion C3H10NOS with charge +1, from OMol25.

Geometry as ORCA input:
```
! RIJCOSX wB97M-V def2-TZVPD def2/J DEFGRID3
* xyz 1 1
N -0.002 -0.662 -1.194
C -0.496 -0.111 0.114
C -0.966 -1.279 0.927
O -1.540 -2.306 0.016
C 0.503 0.745 0.908
S 1.281 1.929 -0.322
H -0.799 -0.761 -1.826
H 0.669 -0.113 -1.743
H 0.441 -1.579 -1.096
H -1.382 0.491 -0.082
H -1.879 -1.017 1.459
H -0.355 -1.777 1.695
H -1.447 -3.106 0.548
H -0.090 1.205 1.696
H 1.294 0.134 1.315
H 0.981 3.026 0.435
*
```

Results
Structure (SMILES): [NH3+][C@@H](CO)CS
Max |F| in eV/A: 3.45
HOMO in eV: -13.55
E in eV: -17638.629
Kohn-Sham gap in hartree: 0.3682
LUMO energy in Ha: -0.1297
Energy above the lowest of the compared OMol25 structures with the same formula, charge and spin in kJ/mol: 80.0

Mulliken population analysis, charges in e, atoms 1 to 5: -0.30, 0.20, -0.73, -0.52, -0.85

=====

[5]
The following is a quantum chemistry calculation of a cluster of 2 separate species, C3H10NS in total, from OMol25.

Geometry as ORCA input:
```
! RIJCOSX wB97M-V def2-TZVPD def2/J DEFGRID3
* xyz -1 1
C -2.514 -0.076 0.161
S -1.626 -0.902 -1.373
H -1.666 0.431 0.634
H -3.377 0.459 -0.118
H -2.938 -0.848 0.772
C 1.109 1.158 -0.069
N 1.499 0.449 1.125
C 2.939 0.142 1.353
H 1.212 2.231 0.195
H 1.821 0.973 -0.920
H 0.238 0.641 -0.411
H 1.102 -0.504 1.231
H 3.161 -0.012 2.394
H 3.373 1.158 1.028
H 3.395 -0.573 0.621
*
```

Results
Max |F| in eV/A: 4.36
HOMO in eV: -2.31
E in eV: -15597.734
Kohn-Sham gap in hartree: 0.2226
LUMO energy in Ha: 0.1376
Energy above the lowest of the compared OMol25 structures with the same formula, charge and spin in kJ/mol: 199.4

Mulliken population analysis, charges in e, atoms 1 to 5: -0.67, -0.75, 0.10, 0.24, 0.19

=====

[6]
The following is a quantum chemistry calculation of a cluster of 2 separate species, C3H10NS in total, from OMol25.

Geometry as ORCA input:
```
! RIJCOSX wB97M-V def2-TZVPD def2/J DEFGRID3
* xyz 1 1
C 0.588 1.112 -1.059
C -1.319 0.312 0.490
C 0.700 -0.827 0.193
N 0.112 0.497 0.182
S 0.525 -1.889 1.526
H 0.213 0.404 -1.819
H 0.147 2.179 -1.175
H 1.651 1.391 -1.123
H -1.864 -0.432 -0.144
H -1.338 -0.068 1.608
H -1.991 1.228 0.642
H 1.278 -1.166 -0.619
H -0.833 -1.675 -1.236
H 0.297 1.110 0.954
H 1.834 -2.177 1.580
*
```

Results
Max |F| in eV/A: 4.53
HOMO (spin up / spin down) in eV: -14.22 / -13.18
E in eV: -15586.118
Kohn-Sham gap (spin up / spin down) in hartree: 0.3334 / 0.3033
LUMO energy (spin up / spin down) in Ha: -0.1893 / -0.1809
Energy above the lowest of the compared OMol25 structures with the same formula, charge and spin in kJ/mol: 577.3

Mulliken population analysis, charges in e, atoms 1 to 5: -0.79, -0.89, -0.51, 0.21, -0.10

=====

[7]
The following is a quantum chemistry calculation of the ion C3H10NS with charge +1, from OMol25.

Geometry as ORCA input:
```
! RIJCOSX wB97M-V def2-TZVPD def2/J DEFGRID3
* xyz 1 1
C -1.385 -0.686 -0.041
N -1.533 -0.144 1.211
H -1.476 0.057 -0.819
H -2.011 -1.555 -0.180
H -0.987 -0.659 1.903
H -1.222 0.822 1.266
C 0.896 1.357 -0.676
C 1.356 0.049 -0.108
S 0.441 -1.573 -0.874
H 0.017 1.727 -0.154
H 0.656 1.252 -1.737
H 1.679 2.105 -0.562
H 2.372 -0.272 -0.298
H 1.128 -0.097 0.942
H 0.070 -2.383 0.129
*
```

Results
Max |F| in eV/A: 2.48
HOMO in eV: -14.93
E in eV: -15589.912
Kohn-Sham gap in hartree: 0.3711
LUMO energy in Ha: -0.1774
Energy above the lowest of the compared OMol25 structures with the same formula, charge and spin in kJ/mol: 211.2

Mulliken population analysis, charges in e, atoms 1 to 5: -0.73, -0.36, 0.41, 0.47, 0.29

=====

[8]
The following is a quantum chemistry calculation of a cluster of 2 separate species, C3H10NS2 in total, from OMol25.

Geometry as ORCA input:
```
! RIJCOSX wB97M-V def2-TZVPD def2/J DEFGRID3
* xyz 0 2
C 1.304 2.598 0.655
C 0.898 1.161 0.879
S 0.802 0.315 -0.740
S 1.008 -1.670 -0.114
H 0.558 3.129 0.063
H 2.283 2.685 0.187
H 1.358 3.118 1.614
H -0.059 1.021 1.379
H 1.643 0.607 1.453
H 0.396 -2.198 -1.180
C -3.205 -0.508 -0.436
N -2.228 -0.464 0.510
H -4.246 -0.535 -0.165
H -2.955 -0.558 -1.482
H -1.253 -0.583 0.270
H -2.420 -0.249 1.470
*
```

Results
Max |F| in eV/A: 1.03
HOMO (spin up / spin down) in eV: -5.75 / -8.47
E in eV: -26431.777
Expectation value of S²: 0.753
Kohn-Sham gap (spin up / spin down) in hartree: 0.2266 / 0.3265
LUMO energy (spin up / spin down) in Ha: 0.0153 / 0.0152
Energy above the lowest of the compared OMol25 structures with the same formula, charge and spin in kJ/mol: 0.0

Mulliken population analysis, charges in e, atoms 1 to 5: -1.26, -0.25, -0.12, -0.24, 0.34